{"formula": "C24H32N2O5", "method": "wB97M-V/def2-TZVPD", "species": ["C", "C", "O", "C", "C", "C", "N", "C", "C", "O", "C", "C", "C", "O", "C", "C", "C", "C", "N", "C", "O", "C", "C", "C", "C", "O", "C", "C", "C", "C", "C", "H", "H", "H", "H", "H", "H", "H", "H", "H", "H", "H", "H", "H", "H", "H", "H", "H", "H", "H", "H", "H", "H", "H", "H", "H", "H", "H", "H", "H", "H", "H", "H"], "xyz": [[-1.47917, -2.96520, -2.43294], [-0.60036, -2.74544, -1.20433], [0.53016, -1.94726, -1.47947], [0.42845, -0.58870, -1.47501], [-0.74516, 0.12972, -1.32517], [-0.79251, 1.52400, -1.37040], [-2.05523, 2.11066, -1.24555], [-2.33525, 3.41369, -1.80909], [-3.84726, 3.50422, -2.04203], [-4.57080, 3.31636, -0.84722], [-4.27252, 2.06436, -0.27634], [-2.77391, 1.92811, 0.00090], [0.40446, 2.23120, -1.58636], [0.34846, 3.60240, -1.57019], [1.42755, 4.35626, -2.08174], [1.57373, 4.23662, -3.59573], [1.58142, 1.51182, -1.73958], [1.62121, 0.12650, -1.66329], [2.85864, -0.52180, -1.81352], [3.36798, -1.57975, -1.11962], [4.37613, -2.13719, -1.51116], [2.67358, -1.96101, 0.13612], [2.18922, -1.01935, 1.03354], [1.56983, -1.40970, 2.20788], [1.41965, -2.76163, 2.50426], [0.80113, -3.27395, 3.59840], [0.35105, -2.42321, 4.64455], [-0.63015, -3.25009, 5.46976], [1.52349, -1.94407, 5.50073], [1.92842, -3.70877, 1.60997], [2.55679, -3.31293, 0.45232], [-1.88173, -2.02436, -2.79959], [-2.30141, -3.62952, -2.18130], [-0.88966, -3.41722, -3.22627], [-1.17862, -2.32118, -0.37446], [-0.18121, -3.70028, -0.87318], [-1.68334, -0.38437, -1.19581], [-1.81667, 3.51485, -2.76127], [-2.02375, 4.22868, -1.13976], [-4.12177, 4.49375, -2.41093], [-4.14548, 2.74279, -2.77935], [-4.84752, 2.00497, 0.64951], [-4.58997, 1.25927, -0.95740], [-2.55600, 0.94546, 0.41858], [-2.47806, 2.69728, 0.73409], [2.36570, 4.09079, -1.57824], [1.17871, 5.38654, -1.81225], [1.76718, 3.20625, -3.88450], [0.65897, 4.56445, -4.08366], [2.39659, 4.85969, -3.93483], [2.51961, 2.02420, -1.88555], [3.43571, -0.22348, -2.59051], [2.30424, 0.03526, 0.83134], [1.20945, -0.64563, 2.87920], [-0.18066, -1.55984, 4.21795], [-1.45318, -3.58665, 4.84497], [-1.02430, -2.65471, 6.28824], [-0.12412, -4.12279, 5.87334], [2.25110, -1.40759, 4.89645], [2.01854, -2.80053, 5.95197], [1.16520, -1.28635, 6.28801], [1.81762, -4.75283, 1.85828], [2.95978, -4.04280, -0.23276]], "forces_ev_per_a": [[0.318, 0.171, 0.254], [-0.377, -0.293, -0.032], [0.075, 0.442, -0.279], [0.230, 0.080, -0.090], [0.161, -0.108, 0.069], [0.449, -0.023, -0.159], [-0.172, 0.181, 0.066], [-0.503, 0.125, -0.167], [0.321, 0.102, -0.221], [-0.072, 0.114, 0.106], [0.196, -0.207, 0.259], [-0.376, 0.041, 0.039], [-0.252, -0.126, 0.021], [-0.196, -0.305, 0.148], [0.262, 0.195, -0.259], [-0.136, -0.085, 0.384], [-0.012, -0.082, 0.072], [-0.489, 0.018, 0.035], [0.198, 0.321, -0.491], [0.156, -0.014, 0.075], [0.014, -0.186, 0.001], [0.127, -0.048, 0.417], [0.217, -0.183, -0.243], [-0.227, -0.048, 0.382], [0.114, -0.001, -0.258], [0.015, -0.152, -0.109], [-0.104, 0.240, 0.496], [0.202, 0.184, -0.390], [-0.193, -0.083, -0.380], [-0.076, 0.025, 0.152], [0.032, 0.185, -0.012], [-0.085, 0.054, -0.060], [-0.115, -0.072, 0.006], [0.022, -0.057, -0.086], [0.100, -0.037, -0.015], [-0.097, 0.131, 0.047], [-0.110, -0.079, -0.063], [-0.022, 0.066, 0.022], [-0.009, -0.035, -0.111], [0.043, -0.052, -0.038], [0.034, 0.078, 0.026], [0.045, -0.059, -0.039], [0.037, 0.030, 0.076], [-0.025, 0.022, 0.011], [-0.005, -0.081, 0.023], [-0.098, 0.051, 0.016], [0.124, -0.130, 0.007], [0.045, -0.045, -0.089], [-0.062, 0.037, -0.069], [0.096, 0.057, -0.069], [0.096, 0.077, 0.027], [-0.033, -0.169, 0.135], [-0.013, 0.077, -0.021], [-0.016, 0.021, 0.093], [0.080, -0.137, -0.001], [-0.100, -0.033, -0.021], [-0.043, 0.051, 0.098], [0.055, -0.096, 0.079], [0.078, 0.070, 0.011], [0.042, -0.088, 0.065], [-0.016, 0.083, 0.090], [-0.004, -0.124, 0.024], [0.050, -0.089, -0.063]], "total_energy_ev": -38624.405, "multiplicity": 1, "lumo_ev": 0.6, "max_force_ev_per_a": 0.62, "smiles": "CCOc1cc(N2CCOCC2)c(OCC)cc1NC(=O)c1ccc(OC(C)C)cc1", "e_homo_ev": -7.475}